284
Properties=species:S:1:pos:R:3:forces:R:3 method="wB97M-V/def2-TZVPD" energy_ha=-5250.5400 orbital_gap_ha=0.3108
C 7.961 7.936 29.688 -0.3 -0.1 -0.3
C 9.319 8.135 29.079 1.6 0.2 0.5
C 10.059 6.798 28.712 -0.4 0.8 -0.3
C 10.051 5.729 29.715 -0.8 -0.1 0.6
N 9.948 4.907 30.518 0.3 0.4 -0.5
H 7.275 7.622 28.901 -0.3 0.0 0.1
H 7.585 8.860 30.127 -0.1 -0.1 0.0
H 7.981 7.146 30.439 0.0 0.1 0.2
H 9.977 8.747 29.697 0.0 -0.3 0.8
H 9.294 8.813 28.226 -0.3 -0.6 -0.6
H 11.110 6.955 28.472 -0.1 0.2 -0.3
H 9.520 6.458 27.827 0.3 -0.5 -0.1
C 1.713 12.221 36.083 2.0 -0.1 -0.9
C 2.923 12.010 35.062 -1.5 0.0 -1.1
C 2.621 10.823 34.063 0.4 -0.3 1.1
C 1.572 10.999 33.055 -0.6 0.8 -0.6
N 0.733 11.176 32.274 0.9 -0.3 0.8
H 0.883 12.858 35.778 0.2 -0.1 -0.5
H 2.215 12.709 36.918 -0.5 -0.3 0.5
H 1.340 11.219 36.296 -0.1 0.2 0.5
H 3.882 11.854 35.557 -0.3 -0.6 0.3
H 3.136 12.902 34.474 -0.3 0.2 -0.1
H 2.325 9.958 34.656 -0.4 0.0 0.2
H 3.524 10.386 33.636 0.1 0.6 -0.5
C 7.669 18.894 32.549 -1.7 -0.5 0.8
C 6.854 18.552 33.829 1.2 1.0 0.3
C 7.558 17.586 34.825 -0.9 2.3 0.5
C 7.613 16.264 34.371 0.5 -7.5 -3.5
N 7.647 15.157 33.891 -0.1 5.5 2.5
H 7.677 17.931 32.039 0.6 0.4 -0.8
H 8.620 19.412 32.673 0.1 -0.6 0.3
H 7.012 19.629 32.083 0.1 -0.3 -0.8
H 5.846 18.232 33.562 0.2 -0.4 -0.1
H 6.711 19.515 34.319 0.0 -0.1 0.5
H 6.976 17.585 35.746 0.1 0.0 0.2
H 8.556 17.946 35.075 0.1 0.0 0.0
C 14.388 15.124 35.030 -0.9 0.1 0.5
C 13.275 14.969 33.943 1.3 -0.4 0.3
C 11.967 14.283 34.423 0.6 0.7 -0.5
C 11.229 15.207 35.290 -0.5 -0.5 0.4
N 10.652 15.798 36.093 0.2 0.2 -0.4
H 14.749 14.163 35.395 0.0 -0.2 -0.4
H 14.000 15.579 35.942 -0.3 0.2 0.0
H 15.254 15.737 34.781 -0.1 -0.1 -0.5
H 13.721 14.417 33.116 -0.2 -0.5 0.1
H 13.023 15.901 33.437 -0.2 0.3 0.5
H 12.062 13.350 34.979 0.5 0.0 0.0
H 11.423 14.034 33.512 -0.3 0.1 0.2
C 4.850 6.375 33.331 -0.3 -0.5 -0.8
O 4.878 4.961 33.049 -0.1 0.3 -0.4
C 5.797 4.541 32.017 -0.3 1.1 -0.2
C 7.110 4.238 32.645 -0.6 -1.5 0.2
N 6.965 3.011 33.398 0.5 -0.5 -1.5
C 8.095 2.806 34.296 -2.4 -1.1 1.3
C 7.923 1.601 35.264 0.8 0.2 -0.3
O 7.618 2.098 36.531 -0.8 1.4 1.3
C 7.358 1.151 37.580 0.7 0.2 -1.9
H 4.014 6.570 34.002 0.2 -0.2 0.2
H 4.622 6.925 32.419 0.0 0.1 -0.3
H 5.784 6.789 33.712 0.1 -0.3 0.3
H 5.992 5.319 31.278 -0.4 0.5 -0.1
H 5.383 3.710 31.445 -0.2 -0.2 0.4
H 7.197 5.040 33.377 1.3 0.6 -0.3
H 7.847 4.011 31.875 0.5 1.1 0.2
H 5.977 2.985 33.606 0.4 -0.7 1.6
H 8.099 3.657 34.977 1.0 0.3 0.1
H 9.022 2.609 33.757 -0.2 0.6 -0.3
H 8.914 1.147 35.286 0.2 -0.5 0.2
H 7.220 0.833 34.941 -0.3 0.1 -0.3
H 8.267 0.550 37.542 -0.4 -0.9 0.6
H 6.435 0.648 37.294 0.1 -0.6 0.4
H 7.246 1.605 38.565 0.1 0.4 -0.4
C -0.445 9.241 27.140 1.4 -1.1 1.5
O -1.347 8.589 28.015 -2.2 1.5 0.1
C -2.030 9.453 28.943 0.9 -1.3 0.3
C -2.766 8.552 29.955 -0.5 1.0 -0.9
N -3.881 9.238 30.563 0.0 1.8 2.1
C -3.435 10.418 31.412 -1.6 -1.7 -0.3
C -4.680 11.020 32.150 -0.3 0.3 -1.5
O -5.458 11.856 31.225 1.0 -0.3 -1.0
C -6.822 12.248 31.350 0.9 0.7 1.8
H 0.441 9.197 27.772 1.1 -0.2 -0.7
H -0.430 10.313 26.945 -1.5 0.0 -0.4
H -0.407 8.543 26.304 0.4 0.7 -0.4
H -2.793 10.094 28.501 0.2 0.1 -0.5
H -1.232 10.032 29.408 -0.2 0.5 0.3
H -2.110 8.235 30.766 0.0 -0.4 -0.2
H -3.192 7.727 29.384 0.4 -0.3 0.1
H -4.537 9.717 29.963 0.0 -0.7 -0.9
H -2.874 11.111 30.786 -0.2 0.6 0.3
H -2.762 10.018 32.171 0.1 0.1 0.1
H -4.221 11.552 32.983 -0.7 0.6 0.2
H -5.384 10.250 32.464 0.5 -0.3 0.4
H -7.119 12.928 30.551 0.4 -0.6 -0.6
H -6.856 12.922 32.207 -0.4 0.0 0.5
H -7.578 11.480 31.514 0.3 -0.5 -0.2
C -2.791 6.763 24.417 0.3 0.3 1.5
O -3.139 6.649 25.819 0.2 -0.9 -0.1
C -2.772 5.400 26.432 1.2 -1.0 -1.0
C -1.164 5.113 26.575 -3.2 -0.7 1.3
N -0.740 5.923 27.705 0.1 -0.4 -1.2
C 0.678 6.046 27.889 1.0 0.0 0.7
C 1.403 4.763 28.466 -0.8 0.3 -1.2
O 2.801 4.831 28.176 -0.5 -0.3 2.5
C 3.551 4.106 29.217 0.9 0.6 -2.7
H -3.519 7.440 23.969 0.0 -0.2 -0.1
H -2.725 5.804 23.904 -0.3 -0.1 0.0
H -1.807 7.232 24.396 0.1 0.0 -0.4
H -3.212 4.571 25.878 0.2 -0.1 -0.9
H -3.352 5.237 27.341 0.6 1.0 0.6
H -0.735 5.083 25.574 0.6 1.1 -0.2
H -1.022 4.082 26.899 -0.5 -0.4 -0.1
H -1.231 6.799 27.594 0.5 0.4 0.6
H 0.876 6.894 28.545 -0.2 -0.2 0.7
H 1.214 6.425 27.019 0.2 -0.6 -0.7
H 1.031 3.833 28.037 -0.3 0.0 -0.8
H 1.150 4.556 29.505 0.4 0.8 0.5
H 3.569 3.043 28.976 -0.6 -0.3 0.4
H 3.331 4.316 30.263 -0.3 0.3 -0.2
H 4.552 4.407 28.908 0.3 0.1 0.8
C 1.900 8.706 42.735 2.0 -0.9 1.5
O 2.213 8.891 41.426 -0.6 0.6 -2.4
C 3.590 9.014 41.062 -1.1 1.2 -0.2
C 3.505 9.514 39.589 0.0 -1.2 -0.3
N 3.322 8.359 38.697 0.6 -0.8 -0.2
C 3.307 8.624 37.248 2.3 0.3 1.1
C 4.836 8.815 36.775 -1.5 -0.7 0.0
O 4.762 9.357 35.491 2.3 0.6 -1.7
C 6.047 9.406 34.719 -1.9 0.7 -0.8
H 0.860 8.432 42.911 0.2 0.2 -0.2
H 2.270 9.508 43.374 -0.6 0.8 0.1
H 2.606 7.930 43.029 -0.5 -1.0 0.9
H 4.137 8.091 41.254 -0.1 -0.4 -0.6
H 4.071 9.734 41.724 0.0 0.5 -0.1
H 4.367 10.089 39.251 0.1 -0.1 0.3
H 2.613 10.129 39.467 0.0 0.6 0.5
H 2.540 7.806 39.018 -0.1 0.1 -0.2
H 2.695 9.507 37.064 0.1 0.2 -0.6
H 2.975 7.766 36.663 -0.4 0.1 0.3
H 5.285 7.830 36.652 0.0 -0.4 0.6
H 5.465 9.387 37.458 -0.2 0.3 0.1
H 5.717 9.502 33.685 -0.4 -0.5 -0.2
H 6.725 8.552 34.725 -0.3 -0.2 0.8
H 6.584 10.354 34.752 0.1 0.1 1.2
C 8.079 13.609 37.070 -0.6 -1.4 -0.3
O 7.727 12.397 37.742 0.3 0.0 1.0
C 7.735 12.448 39.216 -1.6 -1.0 -2.1
C 6.443 11.618 39.610 0.4 1.4 0.2
N 5.984 11.778 40.953 0.3 -0.9 1.2
C 6.720 11.105 42.037 -1.4 0.2 -1.2
C 7.131 9.657 41.731 -1.0 -0.2 1.6
O 8.315 9.804 41.103 2.6 -0.1 -2.1
C 9.018 8.632 40.757 -0.1 -0.3 -0.6
H 8.171 13.290 36.032 0.3 0.2 -0.1
H 9.028 14.028 37.405 -0.2 0.3 0.1
H 7.199 14.252 37.078 0.3 0.7 0.3
H 7.442 13.456 39.512 0.8 0.2 0.4
H 8.710 12.048 39.494 -0.2 0.3 0.7
H 6.504 10.548 39.412 0.3 0.1 -0.6
H 5.700 12.128 38.997 -0.2 -0.5 -0.4
H 5.250 12.406 41.248 0.4 -0.1 -0.6
H 6.032 11.164 42.880 0.6 0.0 0.4
H 7.672 11.627 42.140 0.0 0.0 0.9
H 6.463 8.974 41.206 -0.6 0.5 -0.6
H 7.291 9.091 42.649 0.0 0.1 0.8
H 9.509 8.717 39.787 0.4 0.8 0.1
H 8.371 7.790 40.512 -0.4 -0.2 0.7
H 9.757 8.393 41.522 -0.1 -0.3 0.1
C 9.687 10.572 33.910 -0.7 -1.7 -1.3
O 8.819 10.834 32.815 -1.4 1.2 -0.5
C 8.223 12.149 32.753 -0.5 -0.5 0.5
C 7.298 12.293 31.508 2.3 -2.0 0.3
N 6.230 11.283 31.361 0.4 2.0 1.6
C 5.434 11.415 30.194 -1.0 -0.8 0.2
C 4.239 10.471 30.271 -0.6 -0.5 -0.5
O 4.581 9.167 29.940 2.1 -1.7 -1.5
C 3.576 8.192 29.873 -0.6 0.4 0.9
H 9.501 9.498 33.935 0.9 -0.4 0.5
H 9.416 10.889 34.917 0.0 0.9 -0.2
H 10.698 10.751 33.545 0.3 0.3 0.7
H 9.040 12.867 32.678 -0.1 0.4 -0.1
H 7.701 12.311 33.696 -0.2 0.2 0.1
H 8.099 12.129 30.787 0.0 -0.3 -1.1
H 7.085 13.345 31.321 -1.0 -0.1 0.5
H 6.412 10.329 31.639 0.6 0.3 -0.1
H 6.018 11.227 29.292 -0.2 -0.1 -0.5
H 4.979 12.402 30.120 0.3 0.3 0.1
H 3.502 10.815 29.545 -0.5 0.2 0.1
H 3.812 10.309 31.261 -0.3 1.3 0.4
H 2.787 8.413 29.155 0.0 0.2 -0.3
H 3.101 8.144 30.853 -0.4 -0.2 0.3
H 3.947 7.188 29.665 0.5 0.3 -0.2
C 6.556 17.139 21.888 -0.7 0.0 0.4
O 6.686 16.826 23.272 -1.3 1.0 -1.0
C 7.899 16.252 23.572 0.0 0.2 1.4
C 8.012 16.099 25.127 -1.1 -0.5 -0.7
N 6.950 15.175 25.695 1.7 0.8 -1.4
C 7.059 15.067 27.129 0.2 -0.6 0.2
C 8.416 14.691 27.726 0.4 -0.6 0.1
O 8.991 13.443 27.273 1.6 1.8 -0.6
C 8.400 12.216 27.456 -1.1 -0.6 0.4
H 7.350 17.752 21.463 0.4 0.1 0.4
H 5.626 17.700 21.791 0.0 -0.1 0.0
H 6.488 16.249 21.262 0.0 -0.3 0.0
H 8.669 16.937 23.217 0.6 -0.1 0.1
H 7.949 15.324 23.003 0.6 -0.6 0.3
H 7.861 17.042 25.652 -0.1 0.4 -0.4
H 9.051 15.828 25.313 0.1 -0.5 0.3
H 7.098 14.310 25.195 -0.1 -0.4 0.5
H 6.364 14.328 27.527 -0.4 0.0 -0.3
H 6.739 16.036 27.512 0.2 0.1 0.4
H 8.342 14.722 28.813 -0.3 -0.4 0.4
H 9.192 15.431 27.531 0.0 0.0 -0.4
H 8.976 11.339 27.161 0.9 0.6 -0.7
H 7.512 12.171 26.826 -0.7 -0.4 0.6
H 8.299 11.981 28.515 -1.0 0.3 0.3
C 4.653 10.707 19.434 0.2 -1.1 0.1
O 4.846 11.034 20.784 1.0 1.4 0.4
C 5.638 12.257 20.866 -1.1 0.6 1.7
C 5.562 12.912 22.318 1.1 -0.6 -1.2
N 6.534 12.367 23.281 0.0 -1.3 -0.3
C 6.362 10.949 23.731 -1.8 1.0 -0.4
C 4.939 10.738 24.366 1.9 -1.3 0.9
O 4.884 11.479 25.574 0.3 -0.1 -0.6
C 3.660 11.386 26.254 0.1 1.7 0.3
H 3.873 11.304 18.962 0.2 0.3 -0.2
H 4.361 9.658 19.376 -0.3 0.0 0.2
H 5.617 10.708 18.925 0.0 0.5 -0.5
H 5.204 13.025 20.225 -0.4 0.0 -0.3
H 6.657 12.142 20.496 0.2 -0.5 0.3
H 4.511 13.013 22.586 -0.3 -0.8 0.4
H 5.848 13.961 22.247 0.2 0.1 -0.5
H 6.549 12.973 24.089 -0.1 -0.2 0.1
H 7.180 10.600 24.362 -0.2 0.8 0.9
H 6.526 10.186 22.970 -0.6 0.6 -1.0
H 4.971 9.692 24.669 -0.3 -0.5 0.0
H 4.042 10.840 23.755 0.3 0.6 -0.4
H 3.053 12.240 25.953 -0.6 -0.1 -0.5
H 3.902 11.679 27.275 -0.2 -0.8 0.3
H 3.089 10.465 26.138 0.3 -0.2 0.1
C 10.928 19.090 27.630 -0.9 -0.6 2.2
O 10.227 18.891 28.907 1.0 1.3 0.9
C 10.863 19.584 30.023 1.7 0.0 -0.2
C 12.118 18.792 30.607 -2.4 -1.1 -1.3
N 11.757 17.446 31.134 1.2 0.8 1.1
C 10.608 16.675 30.698 0.6 -0.4 -1.0
C 10.585 15.230 31.251 0.9 -0.4 1.0
O 11.818 14.399 31.044 -1.4 1.9 -0.2
C 11.768 13.785 29.789 -0.1 -1.4 -1.0
H 10.818 20.131 27.325 -0.2 -0.1 -0.4
H 10.398 18.325 27.063 0.4 0.5 -0.8
H 11.982 18.854 27.778 0.0 -0.1 -0.4
H 10.170 19.983 30.764 -0.5 -1.0 0.0
H 11.320 20.516 29.691 0.0 0.2 -0.6
H 12.743 19.329 31.319 -0.5 0.2 0.2
H 12.740 18.680 29.719 0.3 -0.1 -0.2
H 12.626 16.932 31.133 -0.3 -0.6 0.0
H 10.570 16.621 29.610 0.0 -0.2 -0.3
H 9.720 17.250 30.961 -0.3 -0.5 0.3
H 9.731 14.632 30.933 -0.1 0.2 -0.7
H 10.436 15.228 32.331 0.3 0.4 0.1
H 11.368 14.341 28.941 -0.1 0.7 0.3
H 11.176 12.870 29.816 -0.5 -0.1 0.3
H 12.722 13.401 29.426 0.5 0.5 0.6
N 3.076 16.183 31.853 1.8 0.5 -0.8
C 4.200 16.457 31.065 -3.5 2.9 -0.2
C 5.091 15.519 31.222 2.7 -1.4 -1.5
C 4.617 14.545 32.086 -2.0 -0.1 1.5
C 3.361 15.024 32.518 0.4 -0.9 -0.1
H 2.243 16.749 31.777 0.1 -0.5 0.5
H 4.204 17.323 30.419 0.0 -0.1 0.0
H 5.933 15.515 30.546 0.5 -0.3 0.4
H 5.096 13.611 32.340 -0.1 0.1 0.3
H 2.662 14.654 33.253 0.1 -0.2 -0.2
N 1.325 6.109 34.506 -1.3 0.2 -1.3
C 1.380 5.764 33.146 0.7 0.4 1.1
C 0.761 6.785 32.454 0.3 -0.7 -1.1
C 0.128 7.669 33.330 1.2 -0.8 2.1
C 0.516 7.201 34.597 -0.9 1.6 0.0
H 1.559 5.555 35.318 0.0 -0.1 -0.5
H 1.890 4.843 32.903 0.1 0.3 -0.4
H 0.803 7.026 31.402 -0.1 -0.8 -0.2
H -0.437 8.544 33.044 0.1 0.0 0.3
H 0.251 7.621 35.556 0.1 -0.1 0.1